Record 1
This record from the Open Molecules 2025 dataset describes a structure of composition C46H66N2O4P2PtSb. The level of theory is wB97M-V/def2-TZVPD.

Structure (ORCA input):
```
! RIJCOSX wB97M-V def2-TZVPD def2/J DEFGRID3
* xyz -1 1
Pt -0.843 -1.008 -0.966
Sb 2.527 2.314 1.798
P -2.518 0.438 -1.465
P 1.943 -2.797 -0.912
O -3.148 4.782 6.877
O -0.174 2.829 0.964
O -1.620 1.117 0.856
O -4.137 2.876 7.007
N 0.562 -2.328 -0.418
N -3.427 3.682 6.439
C -5.339 -0.821 1.374
C -2.087 4.220 4.437
C -2.658 0.134 -4.325
C 5.582 2.075 1.420
C -1.552 3.848 3.213
C 4.379 -3.738 0.429
C -2.293 2.251 -1.593
C 2.132 3.918 3.213
C 2.092 0.495 4.334
C -2.861 3.300 5.119
C -2.363 -2.253 -1.381
C 2.744 -1.740 -2.292
C 1.488 0.817 2.970
C 3.653 -1.390 0.803
C 2.550 -0.249 -1.966
C -1.128 2.143 1.377
C -4.601 3.101 -0.902
C -3.475 -1.787 -0.465
C -3.378 0.050 -5.516
C -1.154 0.109 -4.404
C -1.556 4.852 -2.297
C -5.087 -2.179 1.290
C 2.974 -5.194 -2.304
C 3.196 4.223 4.263
C -4.661 0.064 0.537
C -2.601 1.689 3.387
C -4.149 -2.655 0.380
C 4.227 -2.011 -2.568
C -3.134 2.041 4.618
C -4.758 0.226 -3.152
C 2.354 -3.207 1.813
C -3.219 3.292 -1.462
C -4.762 0.078 -5.540
C -3.363 0.232 -3.113
C 0.539 -4.654 -2.461
C 1.782 -4.587 -1.560
C -5.459 0.161 -4.345
C -1.794 2.583 2.691
C -3.759 -0.408 -0.398
C 4.538 1.787 2.503
C 1.440 -5.464 -0.343
C -2.828 4.578 -1.820
C -0.626 3.832 -2.378
C 1.949 -2.002 -3.580
C 3.160 -2.821 0.561
C -0.995 2.547 -2.012
H 4.424 -1.079 0.101
H 2.080 1.374 4.983
H 1.019 -6.410 -0.698
H 2.310 -5.704 0.266
H 5.669 3.146 1.222
H 2.928 -2.931 2.703
H -2.092 -3.290 -1.198
H -5.314 0.241 -2.223
H 2.146 -4.273 1.867
H 3.408 3.355 4.889
H -1.290 5.862 -2.583
H 3.146 -4.705 -3.263
H -5.228 3.962 -1.131
H -1.907 5.194 4.868
H 2.667 0.335 -2.884
H 0.693 -4.973 0.281
H -5.291 0.022 -6.483
H 3.123 0.149 4.261
H -4.551 3.008 0.184
H -2.617 -2.110 -2.434
H -5.083 2.210 -1.301
H 1.548 -0.052 -1.579
H -2.828 -0.038 -6.447
H -5.595 -2.869 1.954
H 0.384 4.029 -2.712
H 2.868 5.029 4.927
H 4.087 -1.339 1.806
H 4.532 -1.442 -3.453
H 1.519 -0.289 4.838
H -6.026 -0.437 2.118
H 2.760 -6.248 -2.514
H 5.309 1.599 0.473
H 4.537 0.722 2.738
H 1.190 3.646 3.692
H -3.746 1.358 5.190
H -0.935 4.530 2.644
H 5.034 -3.577 1.292
H -3.548 5.383 -1.724
H 2.198 -2.961 -4.031
H -0.829 -0.471 -5.270
H -6.542 0.164 -4.339
H -0.755 1.122 -4.507
H 2.187 -1.222 -4.309
H -3.914 -3.712 0.340
H 4.137 4.539 3.807
H 4.868 -1.698 -1.747
H 4.425 -3.062 -2.771
H 0.485 1.221 3.101
H -0.301 -4.167 -1.968
H -0.258 1.753 -2.027
H -2.794 0.718 2.949
H -0.717 -0.325 -3.504
H 0.876 -1.965 -3.384
H 4.963 -3.529 -0.467
H 6.574 1.706 1.696
H 3.267 0.132 -1.243
H 1.937 4.805 2.608
H 1.402 -2.674 1.823
H -4.809 1.123 0.670
H 1.378 -0.077 2.355
H 0.290 -5.706 -2.634
H 4.786 2.320 3.421
H 3.897 -5.155 -1.730
H 2.830 -0.677 0.760
H 0.681 -4.188 -3.431
H 4.109 -4.793 0.423
*
```

The HOMO energy is -4.67 eV. The calculation puts the energy relative to the best compared isomer or geometry (same formula, charge and spin) at 1.577 eV. For the gap between HOMO and LUMO, the calculation gives 0.2398 hartree.

=====

Record 2
This record from the Open Molecules 2025 dataset describes a structure of composition C46H67F6Ge2N5O7PRbS3 in a non-equilibrium geometry. The level of theory is wB97M-V/def2-TZVPD.

Structure (ORCA input):
```
! RIJCOSX wB97M-V def2-TZVPD def2/J DEFGRID3
* xyz -2 1
Rb 0.166 1.552 0.062
Ge 0.526 -2.666 2.551
Ge 2.733 -2.589 1.513
S -3.186 1.111 0.539
S 2.984 3.100 1.597
S 1.395 1.630 3.351
P -0.351 4.115 -2.399
F 0.052 1.361 5.575
F -0.210 3.287 4.637
F 3.925 5.366 2.584
F 1.624 2.837 5.677
F 1.942 5.549 1.762
F 3.635 5.357 0.443
O 4.297 2.632 1.917
O 2.416 0.719 3.786
O -3.857 0.342 1.572
O -0.845 2.709 -2.429
O -2.336 0.358 -0.365
O 2.448 2.787 0.295
O 0.271 1.073 2.640
N 0.280 -0.927 -1.488
N -1.101 -1.502 -3.310
N -2.392 2.382 0.990
N -2.051 4.350 2.076
N 1.917 2.973 2.739
C 0.704 0.145 -3.586
C -3.065 4.917 4.174
C -1.161 -6.958 4.284
C 4.255 -1.637 2.309
C 1.536 -6.856 3.686
C 3.953 -0.542 -4.409
C -3.527 2.800 3.148
C -1.276 -1.522 -4.748
C 4.754 1.734 -4.525
C 1.303 -4.515 2.773
C -5.774 1.881 -0.040
C -2.432 -2.862 2.042
C -0.307 -2.761 5.389
C -0.612 -5.820 3.715
C 3.976 0.830 -2.346
C -3.714 3.685 4.183
C 4.937 1.585 -5.878
C -2.242 5.178 3.094
C -4.130 2.246 -1.762
C -0.396 -2.537 -5.477
C -1.431 -3.741 -2.236
C 4.225 0.681 -3.692
C -2.678 3.157 2.074
C 4.635 0.390 -6.546
C 0.178 -1.811 4.296
C -1.484 5.243 -3.252
C 4.147 -0.665 -5.764
C -1.967 -2.332 -2.496
C -0.053 -0.819 -2.721
C -6.742 2.463 -0.845
C 4.422 -1.950 3.794
C -6.423 2.942 -2.112
C 3.119 4.950 1.607
C 1.252 4.299 -3.203
C -4.472 1.776 -0.502
C -5.109 2.822 -2.557
C -0.143 4.825 -0.760
C 2.864 -2.649 -0.446
C -1.084 -2.503 1.418
C 2.533 -4.424 2.231
C 0.996 -7.996 4.257
C 4.279 -2.918 -0.951
C -0.360 -8.057 4.557
C -7.480 3.581 -2.973
C 0.669 2.329 4.894
C 0.742 -5.742 3.389
H -2.414 5.288 -2.685
H -2.330 -1.741 -4.947
H 0.060 5.895 -0.844
H -1.127 -1.460 1.090
H 3.916 -1.616 -6.241
H -0.418 -3.699 -1.833
H -0.550 -1.019 4.115
H 3.575 -1.387 -3.840
H -3.995 1.828 3.147
H 2.482 -1.710 -0.847
H 1.637 -8.842 4.475
H 4.297 -2.991 -2.041
H 1.949 3.607 -2.723
H 4.546 -3.023 3.962
H 4.787 0.282 -7.613
H 4.230 1.739 -1.816
H 5.292 -1.438 4.213
H 3.555 0.019 -1.771
H -3.177 5.633 4.977
H -1.084 -0.526 -5.147
H 2.595 -6.822 3.471
H 3.550 -1.624 4.358
H -1.691 4.842 -4.244
H -3.102 2.164 -2.098
H -2.064 -4.264 -1.516
H 5.331 2.425 -6.447
H -3.248 -2.475 1.429
H -1.061 6.244 -3.341
H -7.763 2.545 -0.486
H 0.658 -2.344 -5.278
H 0.377 -3.601 5.520
H -0.782 -8.948 5.006
H -6.014 1.496 0.942
H 5.150 -1.919 1.748
H 1.099 -1.317 4.606
H -2.564 -3.942 2.140
H 0.720 4.360 -0.282
H 1.171 4.018 -4.254
H 0.046 0.969 -3.865
H -0.621 -3.554 -5.157
H -0.310 -1.583 -0.987
H 4.107 -0.567 2.158
H -1.237 -4.960 3.522
H 1.635 5.315 -3.119
H -7.857 4.496 -2.510
H -0.554 -2.472 -6.556
H -2.218 -6.983 4.521
H 1.108 -0.316 -4.486
H -1.402 -4.329 -3.154
H -2.935 -2.395 -3.001
H -0.389 -2.243 6.349
H -2.151 -1.813 -1.552
H 1.542 0.542 -3.014
H 3.215 -5.273 2.192
H -2.549 -2.410 3.028
H 4.688 -3.848 -0.543
H 2.176 -3.432 -0.777
H -1.023 4.656 -0.130
H -8.330 2.912 -3.115
H -4.847 3.188 -3.545
H -7.085 3.840 -3.954
H 4.951 -2.104 -0.681
H -1.290 -3.176 5.158
H -0.912 -3.094 0.514
H -4.360 3.410 5.010
H 5.001 2.680 -4.051
H -1.692 6.115 3.041
*
```

The HOMO energy is -0.08 eV. The calculation puts the energy relative to the best compared isomer or geometry (same formula, charge and spin) at 1.849 eV. For the gap between HOMO and LUMO, the calculation gives 0.1249 hartree.

=====

Record 3
This record from the Open Molecules 2025 dataset describes a cluster of 9 separate species, C46H68N11 in total in a non-equilibrium geometry. The level of theory is wB97M-V/def2-TZVPD.

Structure (ORCA input):
```
! RIJCOSX wB97M-V def2-TZVPD def2/J DEFGRID3
* xyz 1 1
N 1.054 -1.364 -4.059
N 6.820 -0.499 -6.350
N 3.277 -2.578 -3.364
N 2.723 -2.351 -5.760
N 3.735 -4.467 -8.437
N -2.148 2.309 -4.269
N 0.207 3.529 4.411
N -6.093 -5.951 3.225
N 3.798 -1.783 3.882
N 3.518 5.053 5.986
N -3.283 7.010 4.412
C 1.237 -0.571 -2.756
C -1.831 2.873 3.812
C 2.329 -2.068 -4.469
C -4.648 -1.097 3.129
C -4.745 -7.170 4.505
C -1.514 -0.711 0.424
C 3.750 -5.835 -8.518
C 7.181 0.587 -8.256
C -4.533 7.173 3.873
C -0.486 2.645 3.625
C -2.159 -0.778 1.963
C -6.069 -1.601 3.023
C 0.152 -0.577 0.454
C -1.954 3.929 4.747
C -3.809 -0.575 1.821
C -4.902 -5.276 3.301
C 3.606 3.895 6.713
C -3.397 2.471 -4.808
C 3.754 -3.938 -9.701
C -6.922 -1.600 1.599
C 0.825 -1.846 -0.334
C 7.215 -0.804 -8.516
C -4.988 8.424 4.224
C -4.047 -6.010 4.093
C 3.916 -0.538 3.322
C 3.774 -4.981 -10.599
C 2.355 -2.900 -2.209
C -2.845 4.334 -3.675
C 5.564 4.994 6.854
C -3.853 3.722 -4.457
C 4.865 3.834 7.266
C 3.770 -6.182 -9.850
C 4.159 -0.698 1.977
C 3.971 -2.735 2.911
C -6.005 -7.109 3.952
C 4.709 5.728 6.062
C -1.805 3.438 -3.571
C 1.876 -1.450 -1.529
C -2.940 8.139 5.110
C -0.680 4.312 5.103
C 6.993 -1.451 -7.321
C -6.877 -2.241 4.333
C -3.980 9.036 5.006
C -2.058 0.622 -0.363
C 4.194 -2.088 1.716
C 6.938 0.746 -6.910
H -0.330 5.074 5.786
H -4.809 4.148 -4.734
H 3.816 0.353 3.928
H -1.987 8.209 5.617
H -4.010 10.024 5.447
H 6.837 1.637 -6.304
H 0.238 -2.013 -3.974
H 3.920 -3.788 3.153
H -4.042 0.581 1.645
H -1.792 0.178 2.575
H 6.580 5.265 7.108
H -1.485 0.734 -1.404
H 4.297 0.101 1.260
H -7.772 -2.871 3.906
H 3.714 -3.932 -7.578
H 3.789 -4.887 -11.677
H -6.844 -7.789 4.014
H -4.113 -1.108 0.812
H 2.702 5.362 5.473
H -1.570 1.485 -4.369
H 1.371 -3.491 -2.528
H 1.215 3.593 4.471
H -2.637 2.337 3.328
H 3.722 -2.164 -6.051
H 3.613 -1.971 4.859
H -3.854 1.685 -5.395
H -1.729 1.554 0.286
H 3.744 -6.443 -7.623
H -6.240 -1.562 0.647
H -4.191 -1.067 4.231
H 3.677 -3.505 -3.687
H -0.852 3.507 -3.064
H 0.192 -0.092 -2.527
H -2.875 5.322 -3.234
H 5.241 3.039 7.897
H -7.657 -0.685 1.606
H 2.104 -2.809 -6.465
H 2.835 -0.851 -1.150
H 2.005 0.303 -3.020
H -1.829 -1.653 -0.203
H -2.705 6.186 4.312
H 0.456 -0.699 1.602
H -2.872 4.362 5.121
H -3.030 -5.739 4.346
H 7.319 1.386 -8.973
H -5.944 8.849 3.947
H -3.200 0.608 -0.632
H 3.783 -7.192 -10.241
H 2.767 3.215 6.775
H -1.932 -1.786 2.513
H 0.036 1.932 3.001
H 1.448 -2.484 0.459
H 6.942 -2.504 -7.079
H 2.839 -3.520 -1.342
H 6.635 -0.687 -5.373
H -4.369 -7.965 5.136
H -4.765 -4.334 2.787
H 3.752 -2.867 -9.852
H 4.845 6.670 5.548
H 4.364 -2.567 0.760
H -6.908 -5.642 2.712
H -7.565 -2.602 1.564
H 7.385 -1.282 -9.472
H -6.190 -2.980 4.934
H 0.039 -2.612 -0.788
H 0.533 0.478 0.122
H -4.989 6.386 3.286
H -7.366 -1.400 5.012
*
```

The HOMO energy is -9.21 eV. For the gap between HOMO and LUMO, the calculation gives 0.1435 hartree.